(1)
Here is a structure of composition C37H51BIrN6OS3 from the Open Molecules 2025 dataset. Energies are from ωB97M-V/def2-TZVPD.

Atoms and positions in Å:
Ir1 1.617 0.807 -2.141
C1 4.663 -2.755 -0.351
C2 3.386 -2.258 0.253
C3 3.067 -2.418 1.588
C4 1.870 -1.909 2.116
N1 1.010 -1.248 1.334
N2 1.312 -1.097 0.065
B1 0.339 -0.307 -0.900
N3 -0.678 0.621 -0.171
N4 -1.471 0.050 0.719
C5 -2.406 0.799 1.310
C6 -2.512 2.175 1.023
C7 -1.710 2.764 0.074
C8 -1.860 4.206 -0.312
C9 -0.776 1.910 -0.541
S1 0.216 2.519 -1.854
C10 -3.360 0.095 2.249
C11 -2.580 -0.386 3.483
C12 -3.965 -1.110 1.509
C13 -4.494 1.016 2.706
N5 -0.433 -1.350 -1.817
N6 -0.958 -2.359 -1.169
C14 -1.625 -3.293 -1.870
C15 -1.819 -3.139 -3.254
C16 -1.257 -2.086 -3.946
C17 -1.378 -1.928 -5.429
C18 -0.511 -1.190 -3.152
S2 0.368 0.131 -3.841
C19 -2.133 -4.509 -1.146
C20 -1.464 -5.745 -1.788
C21 -1.768 -4.481 0.339
C22 -3.662 -4.600 -1.314
C23 2.442 -1.556 -0.497
S3 2.680 -1.174 -2.187
C24 1.443 -2.100 3.558
C25 1.059 -0.732 4.146
C26 0.242 -3.068 3.545
C27 2.565 -2.703 4.404
H1 5.264 -3.273 0.392
H2 4.464 -3.444 -1.173
H3 5.253 -1.929 -0.753
H4 3.760 -2.928 2.242
H5 -3.256 2.769 1.536
H6 -2.385 4.755 0.467
H7 -0.899 4.686 -0.498
H8 -2.450 4.287 -1.229
H9 -1.768 -1.052 3.199
H10 -2.165 0.455 4.041
H11 -3.257 -0.927 4.142
H12 -3.182 -1.748 1.103
H13 -4.574 -1.691 2.198
H14 -4.603 -0.781 0.685
H15 -4.138 1.849 3.316
H16 -5.082 1.403 1.872
H17 -5.173 0.436 3.330
H18 -2.389 -3.885 -3.791
H19 -2.036 -2.686 -5.844
H20 -1.774 -0.945 -5.692
H21 -0.401 -2.025 -5.909
H22 -0.377 -5.702 -1.700
H23 -1.814 -6.635 -1.267
H24 -1.724 -5.863 -2.840
H25 -0.688 -4.444 0.485
H26 -2.211 -3.629 0.852
H27 -2.147 -5.387 0.809
H28 -3.954 -4.785 -2.349
H29 -4.028 -5.438 -0.724
H30 -4.162 -3.692 -0.971
H31 0.353 -0.198 3.511
H32 0.613 -0.871 5.129
H33 1.950 -0.113 4.269
H34 -0.485 -2.813 2.773
H35 0.582 -4.087 3.356
H36 -0.247 -3.057 4.518
H37 3.456 -2.073 4.421
H38 2.213 -2.788 5.432
H39 2.838 -3.709 4.083
C28 1.837 7.699 -2.854
C29 2.091 6.436 -2.137
C30 1.835 6.317 -0.755
C31 2.030 5.140 -0.077
C32 1.773 5.070 1.403
C33 2.472 3.989 -0.826
C34 2.674 2.763 -0.061
O1 2.575 1.582 -0.453
C35 2.832 4.121 -2.224
C36 3.513 3.009 -2.959
C37 2.626 5.320 -2.838
H40 1.239 8.402 -2.280
H41 1.381 7.514 -3.829
H42 2.802 8.177 -3.079
H43 1.489 7.191 -0.216
H44 1.214 5.943 1.732
H45 2.720 5.074 1.950
H46 1.219 4.179 1.699
H47 2.915 2.889 0.997
H48 4.377 2.625 -2.416
H49 3.831 3.314 -3.953
H50 2.816 2.156 -3.108
H51 2.904 5.453 -3.877

Values from the calculation:
HOMO-LUMO gap (spin up / spin down)   3.71 / 4.39 eV
Net charge   +4
E_LUMO (spin up / spin down)   -15.2 / -14.9 eV
HOMO (spin up / spin down)   -18.89 / -19.30 eV
Spin multiplicity   2



(2)
Here is a structure of composition C37H51N5O4RhS4Si from the Open Molecules 2025 dataset. Energies are from ωB97M-V/def2-TZVPD.

Atoms and positions in Å:
Rh1 -0.092 0.707 0.348
C1 2.711 -1.254 -0.691
C2 2.946 0.103 -0.103
N1 2.095 1.045 -0.265
N2 2.603 2.318 0.050
C3 1.879 3.052 0.817
S1 0.428 2.670 1.659
S2 2.555 4.707 1.047
C4 3.722 4.353 2.408
C5 3.162 4.536 3.788
C6 3.220 5.775 4.416
C7 2.711 5.948 5.694
C8 2.137 4.875 6.362
C9 2.068 3.637 5.738
C10 2.575 3.466 4.458
C11 4.199 0.319 0.661
C12 5.430 0.110 0.086
C13 6.612 0.371 0.783
C14 6.580 0.831 2.114
C15 5.382 1.002 2.741
C16 4.129 0.707 2.064
O1 3.061 0.720 2.685
H1 1.898 -1.218 -1.407
H2 3.622 -1.597 -1.190
H3 2.473 -1.980 0.090
H4 4.071 3.333 2.256
H5 4.566 5.025 2.241
H6 3.664 6.615 3.894
H7 2.762 6.920 6.169
H8 1.745 5.003 7.363
H9 1.611 2.797 6.245
H10 2.499 2.504 3.966
H11 5.480 -0.213 -0.946
H12 7.564 0.230 0.289
H13 7.505 1.029 2.638
H14 5.312 1.318 3.774
O2 1.457 -2.708 1.800
C17 0.295 -2.361 1.899
N3 -0.300 -1.317 1.251
S3 -1.875 -1.184 1.598
O3 -2.730 -1.558 0.497
O4 -2.145 0.096 2.212
C18 -1.927 -2.476 2.795
C19 -2.968 -2.915 3.589
C20 -2.713 -3.994 4.426
C21 -1.459 -4.603 4.451
C22 -0.426 -4.142 3.643
C23 -0.682 -3.064 2.816
H15 -3.939 -2.439 3.557
H16 -3.500 -4.367 5.068
H17 -1.290 -5.443 5.113
H18 0.557 -4.593 3.646
C24 -0.320 3.385 -1.873
Si1 -1.299 1.795 -1.527
C25 -1.222 0.852 -3.218
C26 0.171 0.223 -3.300
C27 -2.253 -0.277 -3.299
C28 -1.391 1.766 -4.435
C29 -3.073 2.426 -1.079
C30 -4.080 1.291 -0.860
C31 -3.657 3.383 -2.124
C32 -2.946 3.186 0.249
H19 -0.802 3.985 -2.647
H20 0.694 3.157 -2.206
H21 -0.233 3.993 -0.973
H22 0.290 -0.551 -2.545
H23 0.966 0.959 -3.162
H24 0.314 -0.243 -4.284
H25 -2.237 -0.909 -2.408
H26 -2.038 -0.914 -4.168
H27 -3.266 0.109 -3.423
H28 -0.615 2.532 -4.478
H29 -2.357 2.271 -4.453
H30 -1.314 1.169 -5.353
H31 -4.385 0.826 -1.799
H32 -4.985 1.695 -0.389
H33 -3.687 0.505 -0.213
H34 -3.858 2.879 -3.072
H35 -3.009 4.236 -2.322
H36 -4.616 3.776 -1.761
H37 -2.589 2.537 1.051
H38 -3.932 3.571 0.540
H39 -2.263 4.034 0.183
C33 -0.090 -3.505 -4.598
N4 -1.260 -4.034 -3.931
C34 -2.451 -4.030 -4.762
C35 -1.325 -4.087 -2.568
S4 -0.219 -3.367 -1.566
N5 -2.407 -4.796 -2.087
C36 -2.651 -6.126 -2.627
C37 -2.699 -4.713 -0.664
H40 0.090 -4.084 -5.507
H41 0.770 -3.572 -3.939
H42 -0.236 -2.455 -4.869
H43 -2.527 -3.066 -5.274
H44 -3.339 -4.165 -4.153
H45 -2.409 -4.818 -5.519
H46 -2.171 -6.247 -3.593
H47 -3.722 -6.308 -2.740
H48 -2.245 -6.882 -1.945
H49 -2.729 -3.675 -0.341
H50 -1.945 -5.239 -0.067
H51 -3.674 -5.175 -0.501

Values from the calculation:
HOMO-LUMO gap (spin up / spin down)   5.76 / 5.39 eV
Net charge   -1
E_LUMO (spin up / spin down)   2.4 / 0.2 eV
HOMO (spin up / spin down)   -3.37 / -5.24 eV
Spin multiplicity   5
Relative energy (zero: lowest compared OMol25 entry of this formula, charge and spin)   25.4 kJ/mol



(3)
Here is a structure of composition C37H52BBrN10O2RuS3 from the Open Molecules 2025 dataset. Energies are from ωB97M-V/def2-TZVPD.

Atoms and positions in Å:
Ru1 -0.827 -0.223 -0.591
C1 3.061 3.829 0.766
C2 3.249 2.445 1.386
C3 4.269 2.495 2.528
C4 3.777 1.500 0.314
N1 1.937 2.007 1.989
C5 1.404 2.750 3.032
C6 0.394 2.045 3.562
N2 0.280 0.865 2.859
B1 -0.626 -0.272 3.416
N3 -0.091 -1.655 2.993
C7 0.988 -2.202 3.649
C8 1.180 -3.439 3.166
N4 0.211 -3.668 2.202
C9 -0.532 -2.535 2.081
S1 -1.763 -2.179 0.909
C10 -0.007 -5.009 1.565
C11 -1.490 -5.379 1.647
C12 0.457 -4.968 0.113
C13 0.799 -6.063 2.321
N5 -2.122 -0.107 3.037
C14 -3.109 -0.729 3.768
C15 -4.294 -0.237 3.367
N6 -4.049 0.692 2.369
C16 -2.700 0.730 2.173
S2 -1.832 1.546 0.918
C17 -5.060 1.704 1.897
C18 -4.632 3.059 2.464
C19 -6.434 1.323 2.438
C20 -5.152 1.766 0.373
C21 1.203 0.866 1.879
S3 1.319 -0.370 0.670
H1 4.028 4.210 0.436
H2 2.635 4.544 1.470
H3 2.397 3.776 -0.096
H4 5.255 2.710 2.117
H5 4.317 1.534 3.045
H6 4.030 3.271 3.256
H7 4.719 1.912 -0.052
H8 3.087 1.417 -0.524
H9 3.967 0.502 0.708
H10 1.775 3.719 3.311
H11 -0.257 2.278 4.388
H12 -0.562 -0.207 4.616
H13 1.528 -1.656 4.405
H14 1.933 -4.156 3.429
H15 -2.092 -4.725 1.023
H16 -1.847 -5.303 2.677
H17 -1.629 -6.404 1.305
H18 -0.093 -4.214 -0.442
H19 0.273 -5.941 -0.346
H20 1.525 -4.751 0.049
H21 0.576 -6.053 3.390
H22 1.872 -5.928 2.174
H23 0.535 -7.045 1.932
H24 -2.886 -1.460 4.526
H25 -5.281 -0.488 3.708
H26 -4.544 3.009 3.551
H27 -5.374 3.817 2.211
H28 -3.671 3.363 2.047
H29 -6.470 1.361 3.528
H30 -6.729 0.328 2.100
H31 -7.164 2.034 2.057
H32 -4.187 1.963 -0.083
H33 -5.821 2.583 0.102
H34 -5.577 0.841 -0.027
O1 -0.148 4.314 0.189
C22 0.135 4.661 -1.100
C23 0.252 6.011 -1.397
C24 0.513 6.414 -2.697
C25 0.650 5.472 -3.707
C26 0.561 4.122 -3.403
C27 0.330 3.699 -2.098
C28 0.283 2.243 -1.684
O2 -0.982 1.797 -1.397
N7 0.880 1.409 -2.723
N8 0.658 0.117 -2.583
C29 1.334 -0.746 -3.238
C30 0.973 -2.144 -3.239
Br1 -0.691 -2.484 -2.361
C31 1.563 -3.171 -3.849
C32 2.819 -3.148 -4.616
C33 2.926 -4.002 -5.717
C34 4.061 -3.994 -6.510
C35 5.129 -3.168 -6.184
C36 5.059 -2.363 -5.057
C37 3.909 -2.342 -4.281
H35 -0.549 3.433 0.206
H36 0.118 6.728 -0.597
H37 0.590 7.470 -2.922
H38 0.833 5.790 -4.726
H39 0.673 3.391 -4.195
H40 0.936 2.140 -0.797
H41 1.718 1.735 -3.187
H42 2.152 -0.446 -3.891
H43 1.041 -4.121 -3.843
H44 2.098 -4.660 -5.958
H45 4.115 -4.643 -7.375
H46 6.022 -3.170 -6.795
H47 5.910 -1.756 -4.774
H48 3.875 -1.731 -3.388
N9 -3.633 -1.198 -2.307
N10 -2.977 -0.236 -1.465
H49 -3.619 -2.090 -1.826
H50 -3.082 -1.300 -3.149
H51 -3.560 -0.115 -0.647
H52 -2.951 0.650 -1.962

Values from the calculation:
HOMO-LUMO gap (spin up / spin down)   6.91 / 7.32 eV
Net charge   +1
E_LUMO (spin up / spin down)   -3.2 / -2.8 eV
HOMO (spin up / spin down)   -10.15 / -10.13 eV
Spin multiplicity   2
Relative energy (zero: lowest compared OMol25 entry of this formula, charge and spin)   85.0 kJ/mol



(4)
Here is a cluster of 7 separate species, C37H52BrFO9S in total from the Open Molecules 2025 dataset. Energies are from ωB97M-V/def2-TZVPD.

Atoms and positions in Å:
C1 -0.602 5.350 0.939
C2 1.014 5.222 0.727
C3 1.189 4.135 -0.456
C4 1.004 4.571 -1.956
Br1 0.595 6.484 -2.378
C5 1.109 3.583 -3.138
C6 1.414 2.102 -2.813
C7 1.616 1.621 -1.329
C8 1.498 2.646 -0.177
S1 1.696 2.027 1.559
C9 1.902 0.049 -1.082
O1 2.767 -0.359 -0.279
C10 1.007 -0.927 -2.002
C11 0.375 -2.206 -1.418
O2 0.590 -2.504 -0.035
C12 -0.494 -3.083 -2.353
C13 -0.666 -2.606 -3.811
C14 -1.609 -3.511 -4.763
F1 -1.621 -2.948 -6.108
C15 -3.103 -3.375 -4.125
C16 -4.233 -3.089 -5.228
C17 -0.043 -1.322 -4.419
C18 0.820 -0.448 -3.488
C19 1.508 0.941 -3.928
O3 2.053 1.119 -5.046
H1 -0.944 4.827 1.911
H2 -1.129 4.761 0.094
H3 -0.972 6.428 0.859
H4 1.504 6.212 0.455
H5 1.416 4.820 1.730
H6 0.950 3.848 -4.237
H7 0.458 1.407 1.815
H8 1.237 -3.239 0.020
H9 -1.004 -4.025 -1.951
H10 -1.243 -4.603 -4.765
H11 -3.320 -4.264 -3.438
H12 -3.084 -2.449 -3.433
H13 -4.038 -2.022 -5.622
H14 -5.243 -3.040 -4.694
H15 -4.196 -3.882 -6.046
H16 -0.226 -0.993 -5.497
C20 -0.565 3.617 5.952
C21 -1.193 4.447 4.864
C22 -1.467 5.896 5.169
O4 -1.469 3.966 3.780
H17 -0.425 2.595 5.592
H18 0.410 4.030 6.219
H19 -1.218 3.594 6.826
H20 -0.531 6.411 5.401
H21 -2.160 5.975 6.009
H22 -1.919 6.371 4.296
C23 4.876 1.011 6.155
C24 3.444 0.942 5.697
C25 3.196 0.694 4.232
O5 2.521 1.082 6.480
H23 4.903 1.194 7.230
H24 5.377 0.065 5.949
H25 5.389 1.831 5.647
H26 3.624 -0.268 3.940
H27 3.635 1.499 3.640
H28 2.120 0.669 4.047
C26 4.908 -3.416 8.174
C27 5.098 -2.038 8.749
C28 4.956 -1.883 10.240
O6 5.355 -1.085 8.036
H29 5.039 -3.378 7.090
H30 5.651 -4.099 8.592
H31 3.900 -3.775 8.392
H32 5.702 -2.498 10.749
H33 3.951 -2.174 10.550
H34 5.119 -0.838 10.512
C29 -3.944 1.293 -0.703
C30 -4.238 0.276 -1.774
C31 -5.517 0.439 -2.552
O7 -3.472 -0.641 -2.002
H35 -2.991 1.050 -0.227
H36 -3.870 2.288 -1.146
H37 -4.730 1.273 0.055
H38 -5.513 1.397 -3.077
H39 -6.373 0.382 -1.876
H40 -5.597 -0.363 -3.288
C32 -1.447 2.206 -5.740
C33 -2.884 2.138 -6.185
C34 -3.146 1.907 -7.649
O8 -3.798 2.265 -5.391
H41 -1.409 2.376 -4.662
H42 -0.944 1.262 -5.963
H43 -0.940 3.033 -6.243
H44 -2.718 0.950 -7.957
H45 -2.715 2.720 -8.237
H46 -4.223 1.881 -7.824
C35 -0.233 -8.075 -3.694
C36 0.110 -6.992 -2.707
C37 0.755 -7.413 -1.413
O9 -0.124 -5.821 -2.945
H47 -0.690 -7.627 -4.579
H48 0.674 -8.602 -3.999
H49 -0.944 -8.773 -3.248
H50 1.706 -7.910 -1.616
H51 0.087 -8.082 -0.866
H52 0.946 -6.530 -0.800

Values from the calculation:
HOMO-LUMO gap   7.65 eV
E_LUMO   -0.8 eV
HOMO   -8.42 eV
Structure (SMILES)   CCc1c(Br)cc2c(c1S)C(=O)c1c(O)cc([C@H](F)CC)cc1C2=O.CC(C)=O.CC(C)=O.CC(C)=O.CC(C)=O.CC(C)=O.CC(C)=O
Spin multiplicity   1



Q: What is the spin multiplicity in the second record?
A: 5



Q: spin multiplicity of number 2 (C37H51N5O4RhS4Si)?
A: 5



Q: Which value of spin multiplicity does entry 1 give?
A: 2